Molecular formula: C18H51N3O9
Method: DFT, ωB97M-V with the def2-TZVPD basis set

Each atom is followed by the atoms it is bonded to, with distances in Å.
Element x y z (Å)
1 C -0.9868 -1.9649 3.0114  O2 1.423, H10 1.095, H11 1.091, H12 1.095
2 O 0.3821 -2.0959 2.6446  C1 1.423, C3 1.433
3 C 0.5044 -2.9231 1.4805  O2 1.433, C4 1.530, H13 1.092, H14 1.097
4 C 1.9895 -3.0941 1.1544  C3 1.530, N5 1.462, H15 1.096, H16 1.092
5 N 2.5790 -4.1875 1.9247  C4 1.462, C6 1.450, H17 1.015
6 C 2.7087 -3.9297 3.3452  N5 1.450, C7 1.528, H18 1.094, H19 1.099
7 C 3.3411 -5.1156 4.0713  C6 1.528, O8 1.404, H20 1.095, H21 1.106
8 O 4.5450 -5.4917 3.4553  C7 1.404, C9 1.423
9 C 5.1880 -6.4593 4.2771  O8 1.423, H22 1.096, H23 1.093, H24 1.086
10 H -1.6890 -1.7701 2.1945  C1 1.095
11 H -1.0486 -1.0932 3.6645  C1 1.091
12 H -1.2559 -2.8710 3.5641  C1 1.095
13 H -0.0080 -2.4911 0.6179  C3 1.092
14 H 0.1681 -3.9366 1.7335  C3 1.097
15 H 2.4793 -2.1259 1.3081  C4 1.096
16 H 1.9770 -3.3479 0.0922  C4 1.092
17 H 3.5239 -4.3547 1.5950  N5 1.015
18 H 1.7561 -3.7955 3.8659  C6 1.094
19 H 3.2687 -3.0240 3.6190  C6 1.099
20 H 2.6496 -5.9261 4.3220  C7 1.095
21 H 3.5196 -4.6615 5.0635  C7 1.106
22 H 4.5848 -7.3736 4.2476  C9 1.096
23 H 5.2053 -6.1094 5.3119  C9 1.093
24 H 6.1943 -6.7321 3.9723  C9 1.086
25 C 3.6181 6.8269 -0.2317  O26 1.408, H34 1.093, H35 1.097, H36 1.092
26 O 2.2625 6.4573 -0.3156  C25 1.408, C27 1.411
27 C 1.7957 5.6334 0.7305  O26 1.411, C28 1.541, H37 1.087, H38 1.093
28 C 2.4583 4.2432 0.7708  C27 1.541, N29 1.461, H39 1.100, H40 1.094
29 N 1.9382 3.2899 1.7477  C28 1.461, C30 1.472, H41 1.016
30 C 0.5977 2.8032 1.3811  N29 1.472, C31 1.531, H42 1.087, H43 1.095
31 C 0.0881 1.8807 2.4916  C30 1.531, O32 1.413, H44 1.099, H45 1.104
32 O -0.7102 2.5947 3.4138  C31 1.413, C33 1.395
33 C -1.3934 1.7745 4.3118  O32 1.395, H46 1.096, H47 1.089, H48 1.095
34 H 4.2820 5.9977 0.0250  C25 1.093
35 H 3.7251 7.6759 0.4551  C25 1.097
36 H 3.9137 7.1657 -1.2268  C25 1.092
37 H 0.7423 5.4584 0.5274  C27 1.087
38 H 1.9863 6.1222 1.6894  C27 1.093
39 H 3.5230 4.3896 1.0045  C28 1.100
40 H 2.5827 3.7707 -0.2086  C28 1.094
41 H 1.9089 3.7707 2.6420  N29 1.016
42 H 0.6545 2.2873 0.4259  C30 1.087
43 H -0.1167 3.6317 1.3321  C30 1.095
44 H 0.8731 1.3848 3.0792  C31 1.099
45 H -0.5014 1.0722 2.0247  C31 1.104
46 H -1.8953 0.9360 3.8165  C33 1.096
47 H -2.1897 2.3398 4.7946  C33 1.089
48 H -0.7409 1.3802 5.0983  C33 1.095
49 C -4.4475 3.1844 -4.7290  O50 1.428, H58 1.093, H59 1.094, H60 1.086
50 O -4.0122 1.8795 -4.3444  C49 1.428, C51 1.420
51 C -3.8601 0.9918 -5.4421  O50 1.420, C52 1.501, H61 1.098, H62 1.101
52 C -3.7267 -0.4086 -4.9172  C51 1.501, N53 1.481, H63 1.088, H64 1.099
53 N -2.3443 -0.6427 -4.4386  C52 1.481, C54 1.458, H65 1.021
54 C -2.0537 -1.9873 -3.9564  N53 1.458, C55 1.518, H66 1.090, H67 1.098
55 C -2.9496 -2.4798 -2.8348  C54 1.518, O56 1.443, H68 1.092, H69 1.093
56 O -2.7142 -1.5660 -1.7436  C55 1.443, C57 1.408
57 C -3.7141 -1.5279 -0.7527  O56 1.408, H70 1.092, H71 1.092, H72 1.092
58 H -4.5138 3.6819 -3.7581  C49 1.093
59 H -5.4942 3.1236 -5.0405  C49 1.094
60 H -3.7353 3.6630 -5.3951  C49 1.086
61 H -3.0372 1.3058 -6.0969  C51 1.098
62 H -4.7547 1.1037 -6.0735  C51 1.101
63 H -3.9916 -1.1694 -5.6484  C52 1.088
64 H -4.3488 -0.3689 -4.0122  C52 1.099
65 H -2.2876 -0.0551 -3.6053  N53 1.021
66 H -1.0056 -2.0654 -3.6662  C54 1.090
67 H -2.2092 -2.6604 -4.8101  C54 1.098
68 H -2.7145 -3.4853 -2.4784  C55 1.092
69 H -3.9951 -2.3485 -3.1253  C55 1.093
70 H -3.5059 -2.2442 0.0450  C57 1.092
71 H -4.7432 -1.6632 -1.0923  C57 1.092
72 H -3.6999 -0.5325 -0.3046  C57 1.092
73 O -0.2345 -0.3071 -1.3570  H74 0.975, H75 0.964
74 H -1.0304 -0.8658 -1.2909  O73 0.975
75 H -0.1131 0.0712 -0.4782  O73 0.964
76 O 0.4512 0.5093 -3.9991  H77 0.969, H78 0.976
77 H -0.3624 0.2366 -4.4493  O76 0.969
78 H 0.3465 0.1983 -3.0800  O76 0.976
79 O 1.6265 2.8074 -2.3028  H80 0.970, H81 0.963
80 H 1.1262 2.0436 -2.6303  O79 0.970
81 H 1.0704 3.5660 -2.5076  O79 0.963

Output
- HOMO energy: -0.30972 Ha
- ΔE to the lowest compared entry with this formula, charge and spin: 32.99 kcal/mol
- SMILES: COCCNCCOC.COCCNCCOC.COCCNCCOC.O.O.O
- LUMO: 0.46 eV
- E: -42386.3792 eV
- Total charge: 0